[1]
The following is a DFT calculation (ωB97M-V/def2-TZVPD) of one molecule with the formula C2H2N2OS in a non-equilibrium geometry.

**Relative energy (zero: lowest compared OMol25 entry of this formula, charge and spin)**: 52.5 kcal per mole
**Calculated total energy**: -660.26409 Eh
**Kohn-Sham gap**: 8.9 eV
**SMILES**: S=c1nco[nH]1

Each line ends with the Mulliken charge.
Positions of all 8 atoms, in Å:
1 C -1.0517 -0.7060 -0.1197  0.132
2 O -1.0759 0.5488 -0.0926  -0.217
3 S 2.6140 -0.1056 -0.0734  -0.360
4 N 0.0643 -1.2304 0.1063  -0.393
5 H -1.9757 -1.1833 -0.1202  0.404
6 H 0.3159 1.9319 0.0131  0.249
7 N 0.1343 0.9304 0.1121  0.051
8 C 0.9747 -0.1858 0.1743  0.134

Atomic forces in eV per Å
C -0.48 -2.71 0.98
O -4.55 3.71 -0.91
S -0.63 -0.22 0.74
N 2.42 -1.72 0.16
H -1.42 -0.81 -0.46
H 0.09 -0.82 0.00
N 4.55 1.17 0.99
C 0.02 1.40 -1.50

[2]
The following is a DFT calculation (ωB97M-V/def2-TZVPD) of one molecule with the formula C2H2N2OS in a non-equilibrium geometry.

**Relative energy (zero: lowest compared OMol25 entry of this formula, charge and spin)**: 92.0 kcal per mole
**Calculated total energy**: -660.20112 Eh
**Kohn-Sham gap**: 9.2 eV
**SMILES**: N#CS(=O)#CN

Each line ends with the Mulliken charge.
Positions of all 8 atoms, in Å:
1 N -1.6359 0.0151 -0.2873  -0.150
2 S 0.8015 -0.5155 -0.3233  0.498
3 H -2.4943 0.3337 -0.7405  0.275
4 C 2.2175 0.4461 0.3873  0.252
5 O 0.1451 -1.2701 0.7941  -0.640
6 N 3.1512 1.0901 0.5471  -0.306
7 H -1.5723 -0.6550 0.4764  0.281
8 C -0.6129 0.5557 -0.8537  -0.210

Atomic forces in eV per Å
N -0.31 1.08 -1.26
S 0.05 -0.91 1.67
H -0.03 -0.32 0.90
C -2.25 -0.11 -1.11
O 1.18 -0.54 0.05
N 0.57 0.15 0.30
H 0.03 -0.45 0.17
C 0.77 1.11 -0.73

[3]
The following is a DFT calculation (ωB97M-V/def2-TZVPD) of one molecule with the formula C2H2N2S in a non-equilibrium geometry.

**Relative energy (zero: lowest compared OMol25 entry of this formula, charge and spin)**: 53.5 kcal per mole
**Calculated total energy**: -585.01563 Eh
**Kohn-Sham gap**: 8.0 eV

Each line ends with the Mulliken charge.
Positions of all 7 atoms, in Å:
1 N 0.9872 -0.6615 -0.8174  0.549
2 S 0.3769 1.4642 1.7405  -0.268
3 C -0.1604 -0.4692 -0.2712  -0.013
4 N 1.8870 -0.9720 -1.3978  -0.510
5 C -0.5256 0.5374 0.6870  -0.361
6 H -1.5575 0.8578 0.8453  0.292
7 H -1.0076 -0.7567 -0.7864  0.311

Atomic forces in eV per Å
N 0.80 -0.53 -0.55
S 0.11 -0.93 -0.99
C -1.61 2.19 2.09
N 0.48 0.20 0.14
C 1.53 1.50 1.75
H -0.20 -1.09 -0.91
H -1.11 -1.34 -1.53

[4]
The following is a DFT calculation (ωB97M-V/def2-TZVPD) of one molecule with the formula C2H2N2S3 in a non-equilibrium geometry.

**Relative energy (zero: lowest compared OMol25 entry of this formula, charge and spin)**: 81.0 kcal per mole
**Calculated total energy**: -1381.35445 Eh
**Kohn-Sham gap**: 7.6 eV

Each line ends with the Mulliken charge.
Positions of all 9 atoms, in Å:
1 H -1.2150 -0.7123 -0.3676  0.256
2 S 0.6024 -0.1037 -2.0137  0.106
3 N 0.8152 -1.2654 -0.3570  -0.512
4 S 2.2615 0.9723 -1.7866  -0.247
5 H -0.2400 0.6738 0.2399  0.286
6 N 1.9927 -1.0944 0.1266  0.146
7 C -0.1812 -0.2071 -0.4002  -0.176
8 C 3.0548 -0.5163 0.1654  0.436
9 S 4.5655 -0.2110 0.5135  -0.294

Atomic forces in eV per Å
H 1.62 0.76 -0.60
S 0.88 0.69 -0.26
N -0.64 -0.71 -0.26
S -1.33 -0.38 -0.24
H 0.83 -0.02 -0.08
N -0.33 0.36 0.76
C -1.54 -0.72 0.84
C 0.49 -0.15 -0.43
S 0.02 0.18 0.27

Which HOMO energy belongs to each record? In order, -8.5 -9.6 -8.5 -8.6 eV.
Which LUMO energy belongs to each record? In order, 0.3 -0.4 -0.6 -1.0 eV.